(1)
Below is an isolated molecule of C6H8BFN2O6S in a non-equilibrium geometry, with properties calculated with ωB97M-V/def2-TZVPD.

Bonds (Å) are listed after each position.
Cartesian coordinates (Å):
1 C -0.7205 -2.9872 1.3894  C2 1.228, H18 1.122
2 C -0.5428 -1.7782 1.2721  C1 1.228, C3 1.552
3 C -0.4049 -0.2620 0.9692  C2 1.552, C4 1.607, C11 1.592, H19 1.144
4 C -1.7286 0.5924 1.2842  C3 1.607, S5 1.865, H20 1.126, H21 1.139
5 S -1.1817 2.3714 1.1631  C4 1.865, O6 1.483, O7 1.466, O8 1.659
6 O -0.2791 2.6332 2.3106  S5 1.483
7 O -2.3863 3.2016 1.2508  S5 1.466
8 O -0.3867 2.5229 -0.2855  S5 1.659, C9 1.446
9 C 0.7106 1.5874 -0.3920  O8 1.446, F10 1.430, C11 1.614, H22 1.128
10 F 1.3549 1.9123 -1.6271  C9 1.430
11 C 0.1076 0.0941 -0.4959  C3 1.592, C9 1.614, O12 1.445, B15 1.645
12 O -0.9239 0.1670 -1.5050  C11 1.445, N13 1.385
13 N -1.7257 -0.9617 -1.5232  O12 1.385, O14 1.175
14 O -1.5556 -1.6096 -2.4883  N13 1.175
15 B 1.3886 -0.8405 -0.9333  C11 1.645, N16 1.477, O17 1.451
16 N 1.7032 -1.1869 -2.3345  B15 1.477, H23 1.038, H24 1.033
17 O 2.3075 -1.3439 0.0703  B15 1.451, H25 0.984
18 H -0.6244 -4.0442 1.7528  C1 1.122
19 H 0.3846 0.1412 1.6916  C3 1.144
20 H -2.5947 0.3575 0.6039  C4 1.126
21 H -1.9557 0.3977 2.3835  C4 1.139
22 H 1.4808 1.6952 0.4251  C9 1.128
23 H 1.9162 -0.2877 -2.8072  N16 1.038
24 H 2.6129 -1.6754 -2.3289  N16 1.033
25 H 3.0440 -0.6967 0.1544  O17 0.984

SMILES = C#C[C@@H]1CS(=O)(=O)O[C@H](F)[C@@]1(ON=O)B(N)O
Gap between HOMO and LUMO = 9.99 eV
HOMO level = -0.38502 Ha
Energy above the lowest of the compared OMol25 structures with the same formula, charge and spin = 133.2 kJ/mol

(2)
Below is a cluster of 4 separate species, C4H16O3 in total in a non-equilibrium geometry, with properties calculated with ωB97M-V/def2-TZVPD.

Bonds (Å) are listed after each position.
Cartesian coordinates (Å):
1 C 1.8484 0.2986 -3.7952  C4 1.519, H5 1.097, H6 1.092, H7 1.097
2 C -0.7004 0.2026 -0.8734  C3 1.531, H8 1.082, H9 1.079, H10 1.100
3 C 0.6536 0.4152 -1.5552  C2 1.531, C4 1.548, H11 1.091, H12 1.086
4 C 0.6467 -0.1645 -2.9901  C1 1.519, C3 1.548, H13 1.089, H14 1.094
5 H 1.5955 1.1386 -4.4537  C1 1.097
6 H 2.2810 -0.4605 -4.4505  C1 1.092
7 H 2.6568 0.5791 -3.1090  C1 1.097
8 H -0.8444 0.9150 -0.0717  C2 1.082
9 H -0.9372 -0.8073 -0.5765  C2 1.079
10 H -1.4702 0.5418 -1.5823  C2 1.100
11 H 1.4405 -0.1130 -1.0146  C3 1.091
12 H 0.8710 1.4788 -1.5760  C3 1.086
13 H 0.6085 -1.2477 -2.8791  C4 1.089
14 H -0.3090 0.1295 -3.4338  C4 1.094
15 H -1.5789 -4.0019 1.4531  O17 0.961
16 H -2.9676 -3.2995 1.4510  O17 0.967
17 O -2.5228 -4.1523 1.3486  H15 0.961, H16 0.967
18 H 2.3504 -0.1950 6.6681  O20 0.964
19 H 3.1907 -0.4750 5.4461  O20 0.966
20 O 2.2843 -0.5471 5.7735  H18 0.964, H19 0.966
21 H -3.1122 3.9602 3.7442  O23 0.964
22 H -2.5836 2.6904 3.0940  O23 0.965
23 O -3.4009 3.1142 3.3825  H21 0.964, H22 0.965

SMILES = CCCC.O.O.O
Gap between HOMO and LUMO = 11.68 eV
HOMO level = -0.41040 Ha
Energy above the lowest of the compared OMol25 structures with the same formula, charge and spin = 79.2 kJ/mol

(3)
Below is an isolated molecule of C5H6O, with properties calculated with ωB97M-V/def2-TZVPD.

Bonds (Å) are listed after each position.
Cartesian coordinates (Å):
1 C 1.0242 -0.1263 -1.6068  C2 1.497, H7 1.092, H8 1.100, H9 1.093
2 C 0.7048 0.9735 -0.6434  C1 1.497, C3 1.394, H10 1.090
3 C -0.1815 0.7110 0.3995  C2 1.394, C4 1.277, H11 1.195
4 C -1.1318 0.0042 0.8760  C3 1.277, C5 1.411
5 C -1.7350 -0.8252 1.8448  C4 1.411, O6 1.226, H12 1.113
6 O -1.6876 -2.0494 1.8067  C5 1.226
7 H 1.6221 -0.8800 -1.0903  C1 1.092
8 H 0.0959 -0.6264 -1.9217  C1 1.100
9 H 1.5811 0.2078 -2.4855  C1 1.093
10 H 1.1783 1.9511 -0.7295  C2 1.090
11 H 0.8603 0.9430 0.9363  C3 1.195
12 H -2.3307 -0.2833 2.6136  C5 1.113

Gap between HOMO and LUMO (spin up / spin down) = 7.51 / 7.50 eV
HOMO level (spin up / spin down) = -0.30120 / -0.30116 Ha
Energy above the lowest of the compared OMol25 structures with the same formula, charge and spin = 471.3 kJ/mol